(a)
This record from the Open Molecules 2025 dataset describes 2 unconnected molecules or ions with the total composition C10H16O. The level of theory is the ωB97M-V functional and the def2-TZVPD basis.

The geometry in XYZ format:
```
27
Properties=species:S:1:pos:R:3
C 2.51164 0.83797 -0.71757
C 0.55937 -0.26924 -1.87666
C 1.07013 0.89341 -1.18664
C -0.74402 -0.28254 -2.26013
C -1.60429 0.71764 -1.76739
C 0.27037 1.92288 -0.72924
C -1.08857 1.79815 -1.03427
H 1.16087 -1.08783 -2.26283
H -1.08467 -1.06123 -2.93602
H 2.52051 1.12653 0.34596
H 3.14420 1.56841 -1.23751
H -2.69484 0.72684 -1.76437
H 0.57546 2.81521 -0.21069
H -1.70177 2.54670 -0.55448
H 2.92529 -0.16417 -0.61646
C -0.10132 -0.97692 1.72415
C -0.36522 -2.37182 1.20013
C -1.34399 -0.12932 2.03722
O 0.73458 -1.22074 2.88374
H 0.57551 -0.38029 1.10699
H -1.31262 -2.46048 0.64799
H -1.60960 0.50837 1.20616
H -2.13111 -0.82915 2.34171
H -1.20108 0.50431 2.92379
H 0.21100 -1.14118 3.67162
H -0.62916 -2.96260 2.09715
H 0.42712 -2.90527 0.72034
```

multiplicity: 2
⟨S²⟩: 0.768
net charge: +1
frontier orbital gap (alpha / beta): 8.84 / 4.77 eV

Partial atomic charges computed with the natural (NBO) method, in multiples of e:
1. C -0.694
2. C -0.138
3. C 0.247
4. C -0.207
5. C 0.022
6. C -0.207
7. C -0.137
8. H 0.260
9. H 0.260
10. H 0.268
11. H 0.282
12. H 0.252
13. H 0.262
14. H 0.250
15. H 0.257
16. C 0.099
17. C -0.647
18. C -0.641
19. O -0.721
20. H 0.145
21. H 0.203
22. H 0.197
23. H 0.224
24. H 0.231
25. H 0.470
26. H 0.236
27. H 0.226

(b)
This record from the Open Molecules 2025 dataset describes 2 unconnected molecules or ions with the total composition C10H16O. The level of theory is the ωB97M-V functional and the def2-TZVPD basis.

The geometry in XYZ format:
```
27
Properties=species:S:1:pos:R:3
C 1.99288 -2.49545 -0.74592
C 1.16854 1.16978 -0.67464
C 1.80833 -0.01556 -0.45760
C -0.05487 1.09778 -1.41702
C 1.18604 -1.24301 -0.81916
C -0.77488 -0.10646 -1.60408
C -0.11082 -1.28538 -1.39267
O -0.58302 2.19413 -1.89371
H 1.58347 2.10580 -0.33991
H 2.82040 0.02337 -0.06906
H -0.19658 3.03806 -1.63682
H -1.58982 -0.05476 -2.27367
H 2.94653 -2.37903 -1.24763
H 1.44661 -3.37457 -1.07127
H -0.57529 -2.23765 -1.61480
H 2.24995 -2.65651 0.31061
C -0.85951 0.04126 2.37025
C -1.63871 -0.37586 3.61436
C -1.57013 1.05018 1.47413
H 0.17003 0.35587 2.59424
H -0.57331 -0.79028 1.70724
H -2.69051 -0.12258 3.47692
H -1.30824 0.22698 4.44702
H -1.95820 0.52693 0.60367
H -2.37337 1.54767 2.01937
H -1.60259 -1.43184 3.85308
H -0.95181 1.91383 1.26590
```

multiplicity: 2
⟨S²⟩: 0.767
net charge: +1
frontier orbital gap (alpha / beta): 10.03 / 6.80 eV

Partial atomic charges computed with the natural (NBO) method, in multiples of e:
1. C -0.671
2. C -0.221
3. C -0.168
4. C 0.469
5. C 0.178
6. C -0.199
7. C -0.165
8. O -0.554
9. H 0.251
10. H 0.252
11. H 0.524
12. H 0.260
13. H 0.264
14. H 0.245
15. H 0.253
16. H 0.266
17. C -0.404
18. C -0.613
19. C -0.620
20. H 0.198
21. H 0.179
22. H 0.210
23. H 0.219
24. H 0.201
25. H 0.230
26. H 0.222
27. H 0.196

Stability check: which of them is most stable? (b).

(a)
This record from the Open Molecules 2025 dataset describes a molecular structure, C3H6N4S. The level of theory is the ωB97M-V functional and the def2-TZVPD basis.

The geometry in XYZ format:
```
14
Properties=species:S:1:pos:R:3
C -0.21359 0.96301 1.77941
C 0.43092 -0.00680 -0.12896
C -0.87135 -0.17404 -1.91494
H -0.60740 1.95654 1.43487
H 0.23330 0.99130 2.73048
H -1.24550 0.26944 1.88803
H -0.91217 1.64034 -0.30541
H -1.50162 0.25504 -2.79297
H 2.01746 -1.98724 0.74246
N 0.83730 0.11650 1.00285
N -0.86316 0.36740 -0.64644
N 0.00933 -1.15864 -2.10191
N 0.75599 -0.98171 -0.95761
S 1.93050 -2.25114 -0.72986
```

net charge: 0
frontier orbital gap: 8.13 eV

Partial atomic charges computed with the natural (NBO) method, in multiples of e:
1. C -0.452
2. C 0.490
3. C 0.159
4. H 0.172
5. H 0.216
6. H 0.191
7. H 0.425
8. H 0.217
9. H 0.178
10. N -0.524
11. N -0.612
12. N -0.246
13. N -0.376
14. S 0.161

(b)
This record from the Open Molecules 2025 dataset describes a single C3H6N4S molecule. The level of theory is the ωB97M-V functional and the def2-TZVPD basis.

The geometry in XYZ format:
```
14
Properties=species:S:1:pos:R:3
C -0.07619 -0.74355 -0.16788
C 0.61471 1.11460 1.28663
C -0.82755 -0.51334 -2.39520
H 0.22491 -2.58865 0.47547
H 0.13282 -1.45061 1.74294
H -0.50048 1.23089 -0.46937
H 1.25736 0.41425 1.80168
H 1.04052 2.59443 2.36586
H -0.91514 -1.16199 -3.27454
N 0.32784 -1.64379 0.77639
N -0.05200 0.56545 0.18707
N 0.46262 2.33218 1.56843
N -0.41620 -1.22989 -1.34236
S -1.27323 1.08003 -2.55511
```

SMILES: [H]/N=C/N/C(N)=N\C=S
net charge: 0
frontier orbital gap: 8.34 eV

Partial atomic charges computed with the natural (NBO) method, in multiples of e:
1. C 0.662
2. C 0.267
3. C -0.048
4. H 0.414
5. H 0.393
6. H 0.450
7. H 0.158
8. H 0.349
9. H 0.188
10. N -0.789
11. N -0.640
12. N -0.628
13. N -0.610
14. S -0.168

(c)
This record from the Open Molecules 2025 dataset describes a single C3H6N4S molecule. The level of theory is the ωB97M-V functional and the def2-TZVPD basis.

The geometry in XYZ format:
```
14
Properties=species:S:1:pos:R:3
C 0.93323 1.00905 0.08339
C 1.62726 -0.38139 0.49713
C -1.49191 0.20033 -0.11402
H 2.58569 2.09230 -0.16242
H 2.71931 -0.56556 0.18700
H 1.25869 -0.55430 1.58582
H -1.62837 -1.46806 0.90895
H -3.16378 -0.25089 0.31505
H -0.66117 2.31161 0.19978
N 1.51249 2.09590 -0.25200
N -0.97351 -1.04069 0.15121
N -2.65117 0.72864 -0.05219
N -0.42914 1.13633 0.00416
S 0.64172 -1.68589 -0.29946
```

SMILES: [H]/N=C1\NSC/C(=N\[H])N1
net charge: 0
frontier orbital gap: 9.29 eV

Partial atomic charges computed with the natural (NBO) method, in multiples of e:
1. C 0.434
2. C -0.634
3. C 0.554
4. H 0.341
5. H 0.268
6. H 0.249
7. H 0.413
8. H 0.306
9. H 0.452
10. N -0.691
11. N -0.827
12. N -0.648
13. N -0.655
14. S 0.439

Stability check: which of them is most stable? (b).

(a)
This record from the Open Molecules 2025 dataset describes a single C5H8ClNO molecule. The level of theory is the ωB97M-V functional and the def2-TZVPD basis.

The geometry in XYZ format:
```
16
Properties=species:S:1:pos:R:3
C -1.19579 0.05233 1.25937
C -0.53455 -1.11605 1.81504
C -0.18165 0.73883 -2.11567
C 0.88786 0.80530 -1.18854
C 0.90742 -0.30057 0.02731
N -0.36941 -0.71429 0.46263
O -0.23494 1.60094 -1.04493
Cl 1.71162 -1.81263 -0.64204
H -2.26549 0.19446 0.96489
H -0.88123 1.04868 1.56859
H 0.37074 -0.91252 2.53370
H -1.05044 -1.95437 2.08892
H 0.06268 1.33457 -3.09527
H -0.69911 -0.23388 -1.97886
H 1.88119 1.16203 -1.48319
H 1.59109 0.10718 0.82806
```

SMILES: Cl[C@@H]([C@H]1CO1)N1CC1
net charge: 0
frontier orbital gap: 10.58 eV

Partial atomic charges computed with the natural (NBO) method, in multiples of e:
1. C -0.232
2. C -0.226
3. C -0.131
4. C 0.043
5. C 0.004
6. N -0.455
7. O -0.483
8. Cl -0.097
9. H 0.205
10. H 0.192
11. H 0.179
12. H 0.203
13. H 0.195
14. H 0.215
15. H 0.196
16. H 0.190

(b)
This record from the Open Molecules 2025 dataset describes 2 unconnected molecules or ions with the total composition C5H8ClNO. The level of theory is the ωB97M-V functional and the def2-TZVPD basis.

The geometry in XYZ format:
```
16
Properties=species:S:1:pos:R:3
C -1.43202 -1.99132 -0.24991
C -1.12674 -0.72173 0.01810
C 2.53012 2.02029 0.14244
C -1.89340 0.54722 -0.33096
C 1.08640 -0.96926 0.44563
N 0.05329 -0.32254 0.74734
O 3.22223 2.02457 1.10889
Cl 0.90552 2.77337 0.03159
H -0.82999 -2.84771 0.18436
H -2.35359 -2.28376 -0.82403
H -1.62608 0.78552 -1.26098
H -1.74327 1.41189 0.38569
H -3.08263 0.39337 -0.35095
H 2.92629 1.70134 -0.82563
H 1.99480 -0.62962 0.93832
H 1.36908 -1.89163 -0.15990
```

SMILES: C=NC(=C)C.O=CCl
net charge: 0
frontier orbital gap: 9.81 eV

Partial atomic charges computed with the natural (NBO) method, in multiples of e:
1. C -0.452
2. C 0.132
3. C 0.396
4. C -0.633
5. C -0.049
6. N -0.405
7. O -0.474
8. Cl -0.073
9. H 0.207
10. H 0.214
11. H 0.213
12. H 0.238
13. H 0.210
14. H 0.153
15. H 0.157
16. H 0.166

Stability check: which of them is most stable? (b).

(a)
This record from the Open Molecules 2025 dataset describes 2 unconnected molecules or ions with the total composition CH3NO2S. The level of theory is the ωB97M-V functional and the def2-TZVPD basis.

The geometry in XYZ format:
```
8
Properties=species:S:1:pos:R:3
C -1.22037 1.69942 0.85461
N 0.82388 -1.02088 0.47692
O -0.84152 0.16160 -0.99328
O -2.14408 2.22273 0.46216
S 0.58391 -0.13675 -0.97832
H 0.70461 -1.33423 -1.76189
H 0.29404 -0.54502 1.19984
H 1.79953 -1.04687 0.73996
```

net charge: 0
frontier orbital gap: 9.93 eV

Partial atomic charges computed with the natural (NBO) method, in multiples of e:
1. C 0.479
2. N -1.042
3. O -0.963
4. O -0.499
5. S 1.252
6. H 0.000
7. H 0.397
8. H 0.376

(b)
This record from the Open Molecules 2025 dataset describes a single CH3NO2S molecule. The level of theory is the ωB97M-V functional and the def2-TZVPD basis.

The geometry in XYZ format:
```
8
Properties=species:S:1:pos:R:3
C 1.51892 0.67120 0.23280
N -1.61425 -0.85758 -0.35290
O 0.27470 0.68697 0.64563
O 2.24301 -0.19759 -0.05374
S -0.50384 -0.83314 0.79269
H 1.73949 1.69819 0.29146
H -1.33283 -1.00378 -1.28189
H -2.32519 -0.16427 -0.27405
```

SMILES: NSOC=O
net charge: 0
frontier orbital gap: 10.03 eV

Partial atomic charges computed with the natural (NBO) method, in multiples of e:
1. C 0.654
2. N -0.977
3. O -0.661
4. O -0.549
5. S 0.678
6. H 0.096
7. H 0.379
8. H 0.380

(c)
This record from the Open Molecules 2025 dataset describes a single CH3NO2S molecule. The level of theory is the ωB97M-V functional and the def2-TZVPD basis.

The geometry in XYZ format:
```
8
Properties=species:S:1:pos:R:3
C -1.31637 -1.18767 0.04118
N 0.61192 0.02707 -0.08783
O -1.01593 -2.18809 0.58105
O -1.07454 0.46937 -2.23810
S -0.34987 -0.53200 -1.52189
H -1.98943 -0.24161 0.17246
H 1.14302 0.89697 -0.13109
H 1.33449 -0.75994 0.07894
```

net charge: 0
frontier orbital gap: 9.23 eV

Partial atomic charges computed with the natural (NBO) method, in multiples of e:
1. C 0.293
2. N -1.067
3. O -0.494
4. O -0.920
5. S 1.242
6. H 0.156
7. H 0.398
8. H 0.392

Stability check: which of them is most stable? (b).